(1)
6
Properties=species:S:1:pos:R:3:lowdin_charge:R:1 method="wB97M-V/def2-TZVPD" lumo_ev=-2.96 e_homo_ev=-9.5 e_above_lowest_kj_mol=179.0
O 0.87262 -0.31527 1.60265 -0.441
P 0.80132 -0.04820 0.17502 -0.153
S -1.86238 0.89984 -0.78784 0.008
Cl 1.13304 -1.70462 -0.91548 0.295
Cl 2.14483 1.31458 -0.42279 0.305
Cl -3.08943 -0.14633 0.34844 -0.015

=====

(2)
62
Properties=species:S:1:pos:R:3:lowdin_charge:R:1 method="wB97M-V/def2-TZVPD" lumo_ev=-3.11 total_charge=+1 e_homo_ev=-12.2 e_above_lowest_kj_mol=401.4
C -0.40531 6.89384 1.66073 -0.141
C -1.11967 7.41845 0.32059 -0.249
C -0.48200 6.84774 -1.03441 -0.225
C -1.27267 5.58436 -1.63332 -0.219
C -0.80315 4.20205 -0.94605 -0.203
C -1.87113 3.00295 -1.20184 -0.198
C -1.30852 2.02039 -2.34438 -0.212
C -2.41768 1.10787 -3.04396 -0.205
C -2.78124 -0.24320 -2.26829 -0.211
C -2.96599 -0.09259 -0.68757 -0.204
C -1.62181 -0.51300 0.11645 -0.236
C -1.63605 -0.06769 1.65591 -0.214
C -1.45816 -1.26319 2.70151 -0.247
C 0.06038 -1.75246 2.89282 -0.330
P 0.79271 -2.59971 1.37455 1.057
C 1.96007 -4.02951 1.87687 -0.302
C 2.92465 -4.27079 0.60681 -0.206
C 2.94453 -5.80287 0.15042 -0.170
O 4.31785 -6.29780 0.27786 -0.050
C 4.35189 -7.63981 -0.16409 -0.418
C 5.76635 -8.41183 -0.25679 0.013
O 3.34287 -8.31218 -0.46208 0.044
H -0.19477 7.71767 2.41839 0.069
H -0.98958 6.07072 2.20004 0.066
H 0.60726 6.45161 1.34415 0.067
H -1.16789 8.56631 0.33840 0.107
H -2.20769 7.05105 0.34627 0.101
H 0.61118 6.51588 -0.90847 0.109
H -0.49216 7.69875 -1.79757 0.106
H -2.40714 5.72527 -1.56354 0.109
H -0.98410 5.48736 -2.74127 0.111
H -0.72364 4.42125 0.18018 0.100
H 0.19726 3.91087 -1.40414 0.109
H -1.89368 2.42545 -0.20669 0.084
H -2.88854 3.44265 -1.47343 0.117
H -0.89999 2.71548 -3.16806 0.114
H -0.39981 1.44390 -1.96222 0.104
H -1.97213 0.78424 -4.05604 0.112
H -3.38269 1.65674 -3.30361 0.118
H -2.05810 -1.11080 -2.48775 0.113
H -3.79449 -0.59767 -2.68132 0.112
H -3.74102 -0.88761 -0.37912 0.117
H -3.39250 0.90105 -0.34604 0.102
H -1.61443 -1.66586 0.07670 0.072
H -0.67044 -0.16913 -0.40382 0.091
H -0.83643 0.75206 1.77320 0.121
H -2.64395 0.43840 1.87437 0.122
H -1.79980 -0.88315 3.73230 0.125
H -2.15602 -2.13793 2.45839 0.124
H 0.77600 -0.89692 3.17480 0.113
H 0.06665 -2.48880 3.77694 0.109
H 1.50927 -1.64884 0.58374 0.049
H -0.23630 -3.23568 0.58362 0.054
H 1.28439 -4.93769 1.97256 0.095
H 2.50979 -3.78507 2.84098 0.108
H 3.97012 -3.89155 0.89003 0.134
H 2.61543 -3.63505 -0.29725 0.097
H 2.23798 -6.44678 0.78768 0.137
H 2.67225 -5.83812 -0.95170 0.142
H 6.07982 -8.63812 0.81123 0.093
H 5.61426 -9.37763 -0.83830 0.098
H 6.47769 -7.68532 -0.78540 0.094

=====

(3)
17
Properties=species:S:1:pos:R:3:lowdin_spin:R:1 method="wB97M-V/def2-TZVPD" lumo_ev="0.96 / -4.33" e_homo_ev="-3.6 / -11.0" spin_multiplicity=3
C 1.78751 -1.32849 1.07903 0.042
C 0.57291 2.33841 -1.06285 0.032
N -2.64647 -0.89170 0.22646 0.229
N -1.41166 -0.48424 0.67091 0.814
O -0.09259 -1.43788 -1.45158 0.175
O 1.09934 -0.09093 0.69675 0.044
O -0.11905 1.09981 -1.17912 0.138
P -0.15598 -0.33032 -0.38348 0.152
H 1.59289 -1.92451 0.14789 0.005
H 1.25473 -1.82094 1.89319 0.024
H 2.76124 -1.02323 1.38952 0.002
H 1.17767 2.42517 -0.14150 0.005
H -0.16968 3.18297 -1.09364 0.006
H 1.25363 2.53987 -1.97740 0.008
H -3.05525 -0.20961 -0.34135 0.045
H -2.51726 -1.83311 -0.18715 0.019
H -1.33197 -0.21126 1.71433 0.260